[1]
Below is a cluster of 2 separate species, C5H14 in total in a non-equilibrium geometry, with properties calculated with the ωB97M-V functional and the def2-TZVPD basis.

Positions of all 19 atoms, in Å:
C1 0.1899 -0.2022 2.6989
C2 0.3553 -1.1669 1.5268
C3 1.3459 -0.4798 0.5517
H1 0.4391 -0.5749 3.6152
H2 -0.8706 0.1036 2.5883
H3 0.8226 0.6317 2.4768
H4 0.8174 -2.1604 1.8536
H5 -0.6678 -1.5050 1.1308
H6 2.3339 -0.2068 0.9612
H7 1.5838 -1.1708 -0.2121
H8 0.9347 0.3485 0.0669
C4 -0.3927 1.1116 -2.7437
C5 -1.3779 0.4906 -1.6876
H9 0.6598 0.9779 -2.4074
H10 -0.5836 0.4906 -3.6917
H11 -0.4853 2.2038 -2.6966
H12 -2.4905 0.5440 -1.9145
H13 -1.1351 -0.6083 -1.3352
H14 -1.4791 1.1728 -0.7814

Values from the calculation:
Energy above the lowest of the compared OMol25 structures with the same formula, charge and spin, eV: 1.352
E_tot, hartree: -198.8395
Orbital gap, eV: 12.28
E_HOMO, eV: -11.1
Maximum force, eV Å⁻¹: 3.628
SMILES string: CCC.CC
Multiplicity: 1

***

[2]
Below is a structure of composition C17H30BeCl2N3O3 in a non-equilibrium geometry, with properties calculated with the ωB97M-V functional and the def2-TZVPD basis.

Positions of all 56 atoms, in Å:
O1 -2.2812 -0.9977 0.5474
C1 -2.4851 -1.9272 -0.4103
C2 -3.9673 -2.2526 -0.5650
C3 -4.9149 -1.7276 0.3161
H1 -4.5690 -1.0987 1.1425
C4 -6.2679 -2.0206 0.1182
H2 -6.9983 -1.5974 0.7872
C5 -6.6794 -2.8573 -0.9243
H3 -7.7341 -3.0532 -1.1019
C6 -5.7151 -3.4604 -1.7334
H4 -6.0113 -4.1712 -2.4978
C7 -4.3716 -3.1491 -1.5650
H5 -3.6182 -3.5890 -2.2209
H6 -2.1521 -1.3509 -1.4484
C8 -2.0952 -4.0924 0.7818
C9 -1.6428 -3.1515 -0.2942
H7 -1.2804 -4.7480 1.1185
H8 -2.9038 -4.7402 0.4230
H9 -2.4774 -3.5277 1.6492
C10 -0.3966 -3.0752 -0.7954
C11 0.7920 -3.6181 -0.0843
H10 -0.2073 -2.5400 -1.7255
H11 0.6751 -4.6868 0.1304
H12 0.9298 -3.0932 0.8754
H13 1.6956 -3.4737 -0.6878
Be1 -1.7578 0.1767 1.2474
Cl1 -2.3143 0.6840 3.0189
Cl2 -1.9285 -0.6591 -2.7911
H14 -4.1229 2.6851 -1.4846
H15 -4.0662 4.0241 0.9078
C12 -3.4248 2.0509 -0.9091
C13 -3.1751 3.4167 1.1362
N1 -2.5522 2.8725 -0.0714
H16 -2.8235 1.4434 -1.5990
C14 -1.5931 3.6383 -0.7115
O2 -1.1230 3.3660 -1.8137
H17 -2.4374 4.0381 1.6596
H18 -1.2845 4.5144 -0.1026
H19 -4.0093 1.3881 -0.2590
H20 -3.4595 2.5926 1.8046
H21 3.7809 0.9408 -4.2102
H22 1.3209 2.0194 -5.1852
C15 3.1599 0.1580 -3.7610
C16 1.1061 0.9749 -4.9143
N2 1.7788 0.6026 -3.6745
H23 3.5234 -0.0697 -2.7585
C17 1.1294 0.6763 -2.5033
O3 1.5238 0.1911 -1.4238
H24 0.0207 0.8655 -4.7827
H25 0.1604 1.2061 -2.5838
H26 3.2256 -0.7202 -4.4150
H27 1.4615 0.3434 -5.7363
N3 -0.2736 0.8088 0.7024
H28 0.3330 0.9430 1.5114
H29 -0.4362 1.7367 0.3017
H30 0.2839 0.2993 -0.0086

Values from the calculation:
E_tot, hartree: -1991.0805
Net charge: -1
Orbital gap, eV: 5.49
E_HOMO, eV: -2.9
Maximum force, eV Å⁻¹: 4.313
Multiplicity: 1